a.
# C4H6N2S

One molecule with the formula C4H6N2S (ωB97M-V with the def2-TZVPD basis set, OMol25).

Geometry (Å):
C: -0.68 -1.96 -0.31
C: -1.70 -1.30 0.23
C: 0.59 -0.15 -0.08
C: 1.77 0.66 0.17
N: 0.59 -1.36 -0.28
N: -2.29 0.96 -0.59
S: -1.37 0.40 0.56
H: -0.50 -2.82 -0.87
H: -2.72 -1.55 0.25
H: 1.98 1.23 -0.77
H: 2.69 0.07 0.45
H: 1.46 1.33 0.91
H: -2.73 1.82 -0.25

Calculated values
- orbital gap (eV) = 8.4
- molecular weight (g/mol) = 114.17
- HOMO level (eV) = -8.3

---

b.
# C4H6N2S

One molecule with the formula C4H6N2S (ωB97M-V with the def2-TZVPD basis set, OMol25).

Geometry (Å):
C: 1.33 -1.15 -0.31
N: 0.68 -1.96 -1.03
S: -1.01 -1.72 -0.90
C: -0.90 -0.36 0.29
C: -0.98 1.09 -0.24
N: 0.48 1.17 -0.22
C: 0.59 -0.11 0.49
H: 2.45 -1.21 -0.31
H: -1.50 -0.58 1.10
H: -1.41 1.24 -1.20
H: -1.51 1.71 0.47
H: 0.82 1.93 0.30
H: 0.97 -0.06 1.56

Calculated values
- SMILES = C1=NS[C@@H]2CN[C@H]12
- orbital gap (eV) = 9.3
- molecular weight (g/mol) = 114.17
- HOMO level (eV) = -8.5

---

c.
# C4H6N2S

A 2-piece molecular cluster, C4H6N2S overall (ωB97M-V with the def2-TZVPD basis set, OMol25).

Geometry (Å):
C: 0.36 0.22 -1.72
C: 0.26 -1.03 -1.29
C: -0.03 0.24 0.43
C: -0.42 0.67 1.83
N: 0.18 1.06 -0.56
N: 0.04 -1.01 0.05
S: 0.86 -3.28 -2.31
H: 0.38 0.68 -2.78
H: -1.45 0.24 1.95
H: 0.25 0.25 2.45
H: -0.43 1.70 1.71
H: 0.00 2.14 -0.41
H: 0.00 -1.87 0.67

Calculated values
- orbital gap (eV) = 6.9
- molecular weight (g/mol) = 114.17
- HOMO level (eV) = -7.1

---

Least stable = c